Computed, not measured: a molecular structure, C78H169As2F12N8O6 at a distorted geometry, with ωB97M-V/def2-TZVPD.

Summary:
Charge: +3
Relative energy (zero: lowest compared OMol25 entry of this formula, charge and spin) in kcal/mol: 145.6
Calculated total energy in eV: -262101.037
Molecular weight in g mol⁻¹: 1693.1
HOMO-LUMO gap in eV: 6.049

Atoms and positions in Å:
C1 24.030 17.620 14.864
C2 24.053 16.282 15.603
C3 23.825 16.464 17.138
N1 24.372 15.377 18.011
C4 23.991 15.532 19.500
C5 24.541 14.414 20.358
C6 24.269 13.013 19.936
C7 24.426 12.813 18.379
C8 23.847 13.974 17.542
C9 25.916 15.480 17.885
H1 24.848 18.217 15.268
H2 23.110 18.169 15.069
H3 24.125 17.461 13.790
H4 24.973 15.793 15.284
H5 23.218 15.745 15.152
H6 22.788 16.473 17.475
H7 24.248 17.397 17.508
H8 22.915 15.362 19.553
H9 24.115 16.544 19.886
H10 24.070 14.535 21.334
H11 25.599 14.587 20.553
H12 23.246 12.732 20.187
H13 24.853 12.311 20.530
H14 23.911 11.911 18.045
H15 25.478 12.695 18.121
H16 22.764 14.023 17.656
H17 24.143 13.818 16.504
H18 26.295 15.634 16.875
H19 26.260 14.528 18.288
H20 26.244 16.295 18.531
C10 11.142 8.695 20.108
C11 12.248 9.603 19.512
C12 11.652 10.992 19.220
N2 12.708 12.104 18.919
C13 11.874 13.282 18.273
C14 12.720 14.551 18.011
C15 13.444 14.894 19.346
C16 14.193 13.796 20.143
C17 13.346 12.473 20.290
C18 13.766 11.615 17.882
H21 10.309 8.556 19.419
H22 10.814 9.026 21.093
H23 11.631 7.748 20.339
H24 12.663 9.106 18.635
H25 13.089 9.683 20.200
H26 11.205 11.401 20.126
H27 10.905 10.965 18.426
H28 11.051 13.610 18.907
H29 11.392 12.909 17.369
H30 12.194 15.465 17.732
H31 13.441 14.468 17.198
H32 12.749 15.270 20.096
H33 14.156 15.713 19.248
H34 14.416 14.096 21.167
H35 15.138 13.614 19.632
H36 12.588 12.631 21.056
H37 13.947 11.662 20.701
H38 13.168 11.133 17.109
H39 14.416 10.876 18.352
H40 14.342 12.435 17.454
C19 11.562 22.310 13.852
C20 11.732 22.407 15.376
C21 12.267 21.030 15.866
N3 12.222 20.839 17.395
C22 13.121 19.578 17.662
C23 13.389 19.380 19.181
C24 13.713 20.592 19.961
C25 12.710 21.731 19.654
C26 12.695 22.034 18.143
C27 10.765 20.571 17.813
H41 10.863 21.553 13.496
H42 12.565 22.211 13.438
H43 11.146 23.245 13.476
H44 10.794 22.700 15.848
H45 12.494 23.175 15.513
H46 13.323 20.880 15.639
H47 11.742 20.208 15.380
H48 14.097 19.834 17.248
H49 12.730 18.674 17.196
H50 14.253 18.739 19.356
H51 12.516 18.983 19.699
H52 14.694 20.982 19.690
H53 13.690 20.393 21.032
H54 13.131 22.684 19.975
H55 11.781 21.751 20.224
H56 13.717 22.246 17.829
H57 11.990 22.839 17.936
H58 10.517 19.678 17.239
H59 10.102 21.394 17.545
H60 10.775 20.361 18.883
C28 18.488 12.114 17.967
C29 18.987 11.165 16.840
C30 20.281 11.767 16.304
N4 21.070 10.916 15.275
C31 20.250 10.704 13.970
C32 20.169 12.003 13.217
C33 21.519 12.722 12.972
C34 22.228 12.922 14.264
C35 22.479 11.617 15.031
C36 21.369 9.562 15.977
H61 17.473 11.798 18.212
H62 18.458 13.140 17.601
H63 19.048 12.080 18.902
H64 18.183 11.021 16.118
H65 19.263 10.194 17.252
H66 20.989 11.870 17.126
H67 20.060 12.789 15.998
H68 19.306 10.177 14.112
H69 20.796 10.029 13.310
H70 19.504 12.667 13.769
H71 19.739 11.748 12.249
H72 21.342 13.623 12.385
H73 22.173 12.144 12.320
H74 21.777 13.686 14.897
H75 23.093 13.516 13.969
H76 22.990 11.615 15.994
H77 22.988 10.930 14.355
H78 20.468 8.975 16.154
H79 21.971 9.691 16.877
H80 21.953 9.023 15.231
C37 10.063 15.505 9.779
C38 10.732 16.846 9.688
C39 11.988 16.979 10.589
N5 12.578 18.402 10.706
C40 13.882 18.331 11.484
C41 14.755 19.600 11.305
C42 15.045 19.997 9.857
C43 13.749 20.176 9.116
C44 12.861 18.886 9.260
C45 11.623 19.383 11.482
H81 10.735 14.685 9.527
H82 9.130 15.490 9.214
H83 9.622 15.129 10.702
H84 10.069 17.540 10.203
H85 10.923 17.171 8.665
H86 12.765 16.315 10.210
H87 11.866 16.766 11.652
H88 14.434 17.478 11.089
H89 13.712 18.076 12.531
H90 15.712 19.596 11.827
H91 14.222 20.389 11.835
H92 15.610 19.226 9.332
H93 15.636 20.895 9.682
H94 13.933 20.464 8.081
H95 13.310 21.101 9.488
H96 13.323 18.078 8.691
H97 11.856 19.106 8.901
H98 11.465 18.925 12.458
H99 10.682 19.311 10.937
H100 12.090 20.367 11.531
C46 21.143 18.848 8.218
C47 22.076 17.677 8.546
C48 23.284 18.125 9.409
N6 24.334 17.001 9.821
C49 25.651 17.652 10.249
C50 26.655 16.742 11.023
C51 26.024 15.965 12.187
C52 24.611 15.332 11.814
C53 23.675 16.307 11.095
C54 24.690 16.028 8.699
H101 21.678 19.529 7.556
H102 20.744 19.283 9.134
H103 20.313 18.445 7.637
H104 22.513 17.267 7.635
H105 21.566 16.924 9.147
H106 22.921 18.645 10.296
H107 23.874 18.829 8.822
H108 25.310 18.342 11.021
H109 25.946 18.171 9.338
H110 27.391 17.425 11.447
H111 27.305 16.175 10.358
H112 26.068 16.543 13.110
H113 26.710 15.138 12.371
H114 24.067 14.941 12.673
H115 24.919 14.521 11.154
H116 23.504 17.163 11.748
H117 22.714 15.881 10.808
H118 23.785 15.449 8.519
H119 25.462 15.332 9.028
H120 25.126 16.556 7.851
C55 22.133 19.530 21.920
C56 21.295 20.160 20.799
C57 21.131 19.280 19.493
N7 20.551 20.082 18.229
C58 21.171 21.459 18.041
C59 20.696 22.152 16.716
C60 20.820 21.310 15.426
C61 20.371 19.908 15.610
C62 20.953 19.244 16.911
C63 19.045 20.280 18.395
H121 21.581 18.686 22.333
H122 22.426 20.266 22.669
H123 23.069 19.141 21.518
H124 21.884 21.062 20.633
H125 20.267 20.402 21.070
H126 20.452 18.439 19.635
H127 22.100 18.952 19.115
H128 22.225 21.183 18.033
H129 21.099 22.043 18.958
H130 21.354 23.015 16.613
H131 19.668 22.498 16.824
H132 21.861 21.145 15.148
H133 20.375 21.653 14.491
H134 20.708 19.329 14.750
H135 19.315 19.645 15.655
H136 22.035 19.115 16.874
H137 20.529 18.260 17.111
H138 18.611 20.556 17.433
H139 18.879 20.914 19.266
H140 18.619 19.302 18.619
C64 20.879 16.291 12.746
C65 19.788 15.849 13.706
C66 18.322 15.726 13.056
N8 17.188 15.535 14.110
C67 17.003 16.861 14.990
C68 15.791 16.775 15.914
C69 14.497 16.591 15.103
C70 14.572 15.330 14.223
C71 15.823 15.231 13.349
C72 17.428 14.327 14.992
H141 21.858 16.413 13.209
H142 20.605 17.249 12.306
H143 20.891 15.696 11.833
H144 19.574 16.646 14.418
H145 20.107 15.017 14.333
H146 18.126 14.903 12.369
H147 18.159 16.653 12.507
H148 16.795 17.663 14.281
H149 17.934 16.971 15.546
H150 15.765 17.730 16.440
H151 16.011 16.089 16.732
H152 14.356 17.419 14.409
H153 13.646 16.483 15.776
H154 13.870 15.455 13.398
H155 14.208 14.481 14.801
H156 15.719 16.077 12.669
H157 15.813 14.261 12.852
H158 17.515 13.439 14.366
H159 16.606 14.220 15.700
H160 18.295 14.588 15.599
As1 16.829 15.813 9.175
F1 18.590 15.724 9.427
F2 16.536 14.317 10.259
F3 15.049 15.877 8.939
F4 16.948 17.364 8.224
F5 17.025 14.792 7.664
F6 16.563 16.771 10.662
As2 16.262 21.649 14.264
F7 14.872 22.819 14.593
F8 17.416 23.013 14.133
F9 17.601 20.582 13.683
F10 15.135 20.261 14.411
F11 15.928 21.889 12.537
F12 16.765 21.461 15.999
C73 10.401 14.845 15.131
C74 10.759 16.365 15.171
O1 10.499 16.986 16.223
O2 11.374 16.901 14.187
H161 9.954 14.580 14.173
H162 9.598 14.683 15.850
H163 11.200 14.121 15.292
C75 20.029 14.817 19.495
C76 19.804 15.512 18.174
O3 18.958 16.435 18.180
O4 20.380 15.116 17.143
H164 19.136 14.229 19.705
H165 20.199 15.573 20.262
H166 20.905 14.175 19.591
C77 13.675 11.432 13.686
C78 15.111 11.361 14.055
O5 15.339 11.176 15.316
O6 15.994 11.473 13.201
H167 13.458 11.727 12.659
H168 13.233 12.218 14.298
H169 13.199 10.476 13.905